4 unconnected molecules or ions with the total composition C6H20NO4 at a distorted geometry, computed with the ωB97M-V functional and the def2-TZVPD basis.

Structure (XYZ):
```
31
Properties=species:S:1:pos:R:3:forces:R:3:lowdin_charge:R:1
C 1.21076 -1.07548 -1.72010 -0.332 3.073 0.918 -0.22
O 1.55611 -2.26189 -1.17560 3.392 0.112 0.531 0.00
C 0.58754 -0.10994 -0.58099 1.637 -1.835 -2.021 -0.23
C 0.36091 1.25330 -1.25955 -1.717 -0.406 0.797 -0.12
C -0.16704 2.17982 -0.19900 2.386 3.626 -0.047 -0.37
C 0.62834 3.06902 0.46763 -4.725 -1.671 -0.462 0.08
C -1.60736 2.42959 -0.15456 0.374 3.637 1.763 -0.06
N 1.68513 -0.20745 0.45951 0.451 -0.515 2.208 0.16
H 2.09924 -0.50064 -2.15364 -0.814 -1.149 0.700 0.16
H 0.49065 -1.11125 -2.48192 -1.072 -0.392 -1.214 0.11
H 0.92225 -2.91917 -1.07035 -2.137 -1.468 -0.108 0.09
H -0.24436 -0.68122 -0.06911 0.365 1.167 -0.852 0.16
H -0.32401 1.19973 -2.14396 -0.631 -0.747 1.238 0.15
H 1.09125 1.69629 -1.90965 1.870 -0.080 0.770 0.12
H 1.58773 2.96749 0.65022 5.014 -0.491 -0.149 0.00
H 0.22397 3.79744 1.14301 -0.678 0.222 0.129 0.07
H -1.85754 2.86887 0.85498 0.025 -0.807 -0.851 0.11
H -2.03335 1.51076 -0.27600 -2.302 -1.957 -0.840 0.03
H -1.85121 3.30751 -0.81010 -0.307 -1.471 -0.163 0.13
H 2.48983 0.45510 0.35115 -0.735 -1.062 -0.391 0.18
H 1.38010 -0.10859 1.50719 -0.418 0.277 -1.907 0.13
H 1.93008 -1.26596 0.42520 0.291 1.837 -0.352 0.17
H -4.13707 -1.18118 -1.21324 -1.916 -0.623 0.360 0.02
H -2.88066 -0.58679 -0.81634 0.973 0.771 1.243 -0.02
O -3.30848 -0.94502 -1.56293 0.962 -0.156 -1.579 -0.01
H 0.52303 -0.19737 3.58549 -0.408 -0.176 2.138 0.06
H -0.67822 0.09493 2.52243 -1.820 0.203 0.612 0.05
O 0.21760 -0.03294 2.72733 2.287 0.130 -2.286 0.02
H -0.62399 -2.59398 2.75221 -0.268 0.476 1.601 0.00
H -1.06444 -3.48319 1.60071 2.349 1.932 0.683 0.12
O -0.32999 -2.79696 1.88802 -2.098 -2.457 -2.469 -0.09
```
Positions in Å, forces in eV/Å.

Summary:
- ΔE to the lowest compared entry with this formula, charge and spin: 77.1 kcal per mole
- LUMO energy: -2.991 eV
- Total energy: -595.9846 a.u.
- Gap between HOMO and LUMO: 9.48 eV
- Charge: +1

A molecular structure, C2Ag6O6 at a distorted geometry, computed with the ωB97M-V functional and the def2-TZVPD basis.

Structure (XYZ):
```
14
Properties=species:S:1:pos:R:3:forces:R:3:lowdin_charge:R:1
Ag -0.85299 3.47997 1.07671 -0.440 2.183 1.783 0.89
Ag -2.00443 0.88040 0.67012 -14.582 -0.512 8.784 0.94
Ag 0.84890 -0.48231 -1.27384 4.637 -5.196 -14.437 1.14
Ag -0.24791 -0.67812 1.77273 1.748 -4.352 7.087 1.00
Ag -1.57893 0.34238 -1.70959 -3.963 -1.358 -7.173 0.93
Ag 0.74348 2.61426 -0.89389 9.484 9.671 -6.904 1.01
C 0.80160 -2.38019 0.18343 -2.317 -1.626 0.617 -1.01
O -0.49120 -2.29593 0.01737 -0.507 -1.898 -0.828 -0.15
O 1.24264 -2.57374 1.29923 1.164 0.316 3.431 0.01
O 1.57400 -2.10210 -0.77466 3.371 -4.155 -1.818 -0.13
C -0.00156 0.81485 -0.09050 7.907 0.885 0.749 -1.46
O -0.69116 1.81712 -0.21020 -4.722 7.385 -0.427 -0.51
O -0.58327 -0.20270 -0.03243 -6.835 -7.393 1.620 -0.52
O 1.24085 0.76609 -0.03443 5.057 6.049 7.516 -0.13
```
Positions in Å, forces in eV/Å.

Summary:
- ΔE to the lowest compared entry with this formula, charge and spin: 387.2 kcal per mole
- LUMO energy: -11.081 eV
- Total energy: -1407.9618 a.u.
- Gap between HOMO and LUMO: 3.06 eV
- Charge: +2

5 unconnected molecules or ions with the total composition C4H17NO7 at a distorted geometry, computed with the ωB97M-V functional and the def2-TZVPD basis.

Structure (XYZ):
```
29
Properties=species:S:1:pos:R:3:forces:R:3:lowdin_charge:R:1
O -0.52867 -0.10186 -1.19366 0.031 0.349 -0.685 -0.03
C -0.41100 0.35395 -0.04689 -0.313 -1.480 -0.750 -0.46
C 0.27279 1.66152 0.22378 0.417 1.195 -0.163 -0.07
C 1.40803 1.90841 -0.78385 1.289 -1.726 0.048 -0.24
O 1.41691 1.25180 -2.01643 1.286 0.952 -1.729 -0.09
N -0.87515 -0.42477 0.92340 -0.605 0.792 3.242 0.12
C -0.73724 -0.00864 2.36239 1.605 1.167 -0.844 -0.25
O -1.76164 0.79432 2.92035 0.014 -0.733 -0.435 -0.03
H 0.86381 1.70479 1.18511 -1.419 0.080 -0.833 0.12
H -0.46510 2.48644 0.13643 0.192 -0.611 0.420 0.15
H 2.25042 1.31993 -0.28725 -0.149 1.847 -0.103 0.12
H 1.57184 2.98288 -1.03653 0.169 -0.749 0.971 0.13
H 0.69905 0.67971 -2.23770 -1.216 -0.429 0.629 0.04
H -1.26288 -1.36658 0.72585 0.534 0.989 -0.254 0.14
H 0.18775 0.68768 2.41250 -1.866 -1.806 0.155 0.11
H -0.53160 -0.95919 2.85629 -0.236 0.409 0.539 0.12
H -2.41758 0.23384 3.34264 -0.162 -0.036 -0.075 0.08
O 2.96497 -1.41715 -1.17737 0.011 -0.134 0.284 -0.05
H 3.16623 -0.56391 -1.56369 -0.155 0.459 -0.148 0.02
H 3.04340 -2.02027 -1.91910 -0.026 -0.207 -0.031 0.04
O 1.71911 -0.84175 2.11401 3.493 0.340 -2.824 -0.12
H 2.65274 -0.71422 2.45433 -1.561 -0.319 -0.048 0.08
H 1.97716 -0.80122 1.10087 -1.095 -0.433 2.604 0.09
O -0.95590 -2.81153 -0.87556 -0.209 2.318 -0.739 -0.08
H -0.06827 -3.11401 -0.91072 1.298 -1.316 0.267 0.01
H -0.72243 -1.87870 -1.21409 -1.162 -1.022 0.511 0.03
O -3.14230 0.68546 -2.01125 0.556 0.125 -1.976 -0.07
H -2.59927 0.32484 -2.76950 -0.867 0.600 1.473 0.07
H -3.11454 0.00558 -1.35252 0.146 -0.621 0.494 0.00
```
Positions in Å, forces in eV/Å.

Summary:
- ΔE to the lowest compared entry with this formula, charge and spin: 31.5 kcal per mole
- LUMO energy: 0.293 eV
- Total energy: -743.9974 a.u.
- Gap between HOMO and LUMO: 10.19 eV
- SMILES: O=C(CCO)NCO.O.O.O.O
- Charge: 0

A molecular structure, C21H31B2F4HgN6O7S, computed with the ωB97M-V functional and the def2-TZVPD basis.

Structure (XYZ):
```
73
Properties=species:S:1:pos:R:3:forces:R:3:lowdin_charge:R:1
Hg -0.16347 0.17498 0.45918 0.172 0.167 0.117 1.24
C -4.08140 -1.85709 -0.30532 0.013 0.061 0.053 0.02
C -2.68047 -1.73624 -0.81322 0.142 -0.067 0.172 -0.26
N -1.65940 -2.37875 -0.38941 -0.090 0.051 -0.061 0.12
O -1.98382 -3.20644 0.71843 -0.018 -0.028 -0.072 0.09
B -1.48275 -4.46883 0.64354 -0.043 0.061 -0.073 -0.85
F -0.92459 -4.96616 -0.44877 0.080 -0.011 0.045 0.26
F -1.68347 -5.26497 1.68547 0.091 0.040 0.024 0.25
O 1.08418 -3.56975 1.29328 -0.186 -0.109 0.024 0.10
N 2.27091 -2.08419 -0.09941 0.178 0.111 0.068 0.15
C 3.12265 -1.00475 -0.07239 -0.093 -0.077 0.005 -0.22
C 4.44832 -1.14331 0.60066 0.026 0.008 -0.002 -0.01
C 2.73844 0.18129 -0.71470 0.046 -0.088 -0.014 -0.28
N 1.46258 0.28802 -1.05519 -0.006 0.010 -0.005 -0.08
O 1.15960 1.42540 -1.76141 0.023 0.068 0.019 -0.03
B 0.29783 1.22345 -2.96016 -0.082 -0.062 -0.062 -1.13
F 0.27893 2.45488 -3.60063 0.009 -0.008 0.007 0.14
F 0.80294 0.19219 -3.74128 -0.001 0.036 0.020 0.15
O -1.14049 0.94431 -2.63015 -0.006 -0.135 -0.021 0.01
N -1.30807 -0.09764 -1.77383 0.012 0.214 0.017 0.02
C -2.41986 -0.71211 -1.86300 -0.087 -0.038 -0.082 -0.28
C -3.48648 -0.40424 -2.86605 -0.008 -0.037 0.002 0.00
C 3.73957 1.25075 -1.02918 0.014 -0.011 0.005 0.00
H -4.19803 -2.69431 0.37204 0.020 -0.029 0.004 0.08
H -4.34022 -0.93226 0.22047 -0.024 0.000 -0.043 0.09
H -4.77489 -1.95911 -1.13943 0.002 -0.004 0.002 0.09
H 4.41321 -1.86425 1.41757 -0.020 0.015 0.004 0.08
H 5.22250 -1.48096 -0.09675 -0.017 -0.023 0.007 0.10
H 4.76357 -0.18570 1.01075 0.014 -0.003 -0.017 0.09
H -3.09506 0.26949 -3.62056 0.022 0.016 -0.018 0.08
H -3.84198 -1.31867 -3.34488 0.012 -0.002 0.023 0.09
H -4.34288 0.06244 -2.37282 0.013 0.018 -0.008 0.08
H 4.73374 0.83156 -1.17343 -0.012 0.004 0.009 0.08
H 3.43820 1.77996 -1.92836 -0.018 -0.002 -0.024 0.09
H 3.77651 1.97363 -0.21034 -0.019 0.009 -0.012 0.08
S 2.19012 -2.87030 4.85675 -0.011 -0.022 0.003 1.03
C 1.46999 -1.54130 3.95681 -0.033 0.020 -0.006 -0.42
N 1.34564 -1.65252 2.69704 0.053 0.007 0.036 0.10
C 1.83645 -2.90773 2.27621 0.067 0.044 -0.254 -0.42
C 2.34650 -3.15022 0.82432 -0.153 0.064 0.169 -0.36
C 3.35030 -4.19074 0.67909 0.061 -0.060 -0.001 0.01
C 3.66612 -4.99940 1.71355 0.023 0.007 -0.073 -0.06
C 3.23572 -4.75977 3.06382 0.005 0.051 0.036 -0.07
C 2.45762 -3.69250 3.33764 0.031 -0.054 0.062 -0.44
H 1.14954 -0.65860 4.49813 0.009 -0.026 -0.008 0.08
H 1.37728 -1.96163 -0.55796 -0.009 -0.043 -0.106 0.13
H 3.86841 -4.26296 -0.26841 -0.035 -0.009 -0.001 0.12
H 4.38655 -5.79144 1.55368 -0.010 -0.002 0.010 0.11
H 3.67525 -5.34709 3.85923 -0.012 0.003 -0.003 0.11
N -3.84436 4.02223 -1.98790 -0.023 -0.027 0.005 0.02
C -4.75925 3.58238 -0.94163 0.029 0.001 0.008 -0.15
C -4.29589 2.26108 -0.33503 0.005 -0.007 -0.077 -0.53
O -4.99583 1.56442 0.35107 -0.003 0.027 0.020 0.09
O -3.03662 1.94273 -0.62489 -0.078 0.008 0.116 0.06
H -3.77429 5.02694 -2.04767 0.013 0.006 0.016 0.08
H -4.10403 3.66983 -2.89977 0.001 0.001 -0.005 0.09
H -2.71184 2.61247 -1.26587 0.076 -0.010 -0.050 0.09
H -5.79885 3.46060 -1.24835 -0.012 -0.013 -0.024 0.12
H -4.74948 4.30605 -0.12509 -0.015 0.008 0.003 0.13
C 2.16388 4.87615 0.27725 0.001 0.002 0.001 -0.01
C 1.19032 3.72763 0.35573 -0.056 -0.114 -0.152 -0.49
C -0.12605 3.89829 -0.35223 -0.015 0.051 0.043 -0.01
O 1.46443 2.70920 0.95239 0.056 0.047 0.127 0.02
H 2.13457 5.35406 -0.70223 0.002 -0.026 -0.007 0.09
H 3.16968 4.53214 0.50660 -0.002 0.011 0.008 0.08
H 1.87093 5.62647 1.01687 -0.001 0.001 -0.016 0.09
H -0.49445 4.92192 -0.26131 -0.007 -0.007 0.003 0.09
H -0.85346 3.19161 0.04450 0.016 0.017 0.004 0.06
H 0.02696 3.68305 -1.41430 0.017 0.016 0.018 0.09
C -1.12600 0.69767 2.22836 -0.142 -0.125 -0.076 -0.29
H -1.82206 1.50480 2.00891 -0.017 0.003 0.041 -0.04
H -0.36071 1.04020 2.92086 -0.010 0.007 0.010 -0.04
H -1.66947 -0.14832 2.64312 0.019 -0.011 0.009 -0.03
```
Positions in Å, forces in eV/Å.

Summary:
- ΔE to the lowest compared entry with this formula, charge and spin: 20.1 kcal per mole
- Expectation value of S²: 0.769
- LUMO energy (spin up / spin down): 0.014 / -0.340 eV
- Total energy: -2674.9747 a.u.
- Spin multiplicity: 2
- Gap between HOMO and LUMO (spin up / spin down): 6.99 / 8.35 eV
- Charge: 0

C2H3NS3 in the gas phase at a distorted geometry, computed with the ωB97M-V functional and the def2-TZVPD basis.

Structure (XYZ):
```
9
Properties=species:S:1:pos:R:3:forces:R:3:lowdin_charge:R:1
S -2.86100 -0.65356 0.06430 -0.728 0.169 -0.403 0.62
C -1.40902 -0.09618 0.44206 0.012 -0.826 0.013 -1.11
S -0.48253 0.97116 -0.55926 -0.291 -0.517 -0.554 0.85
C 1.00502 1.17217 0.36868 -1.027 2.934 2.037 -0.67
N 2.04385 0.54716 0.58622 2.653 -2.433 -0.914 -0.42
S 2.53767 -0.96945 -0.18474 -4.676 0.435 0.411 0.64
H -0.99386 -0.56895 1.32243 0.793 0.577 0.223 0.01
H 0.98911 2.13017 0.98516 -0.218 -0.945 -0.884 0.10
H 1.01549 -1.41773 -0.40031 3.482 0.607 0.072 -0.03
```
Positions in Å, forces in eV/Å.

Summary:
- ΔE to the lowest compared entry with this formula, charge and spin: 58.2 kcal per mole
- LUMO energy: -0.589 eV
- Total energy: -1327.2239 a.u.
- Gap between HOMO and LUMO: 8.49 eV
- SMILES: S=CS/C=N\S
- Charge: 0

The highest charge belongs to which entry? C2Ag6O6